Record 1
Computed, not measured: C17H15N4O8PdS as an isolated structure, with ωB97M-V/def2-TZVPD.

Values from the calculation:
Charge ... -1
Frontier orbital gap ... 6.99 eV

Geometry as XYZ:
```
46
Properties=species:S:1:pos:R:3:forces:R:3
Pd 0.327 0.043 1.587 0.31 -0.59 0.14
N 3.209 -3.329 -4.175 0.04 -0.01 -0.01
C 2.165 -3.025 -3.296 0.00 0.01 -0.02
C 0.845 -3.329 -3.635 -0.02 -0.01 0.04
C -0.181 -3.052 -2.755 0.05 0.03 0.00
C 0.092 -2.465 -1.521 0.01 -0.01 -0.11
C 1.399 -2.178 -1.170 0.03 0.04 0.01
C 2.427 -2.460 -2.054 0.00 0.01 0.04
S -1.341 -2.097 -0.563 -0.06 -0.16 0.33
O -2.011 -0.980 -1.177 0.00 0.01 0.00
O -2.076 -3.327 -0.420 0.01 0.02 -0.12
N -0.708 -1.675 0.903 -0.40 0.29 -0.15
C -1.595 -1.446 1.911 0.01 -0.15 -0.43
N -2.916 -1.677 1.870 0.13 -0.13 0.14
C -3.595 -1.260 2.919 0.00 0.14 0.27
C -3.039 -0.552 3.993 -0.07 -0.12 -0.18
C -1.691 -0.289 3.913 0.21 -0.21 0.02
N -0.960 -0.802 2.921 -0.26 0.53 0.04
H 2.943 -3.342 -5.146 -0.01 0.00 0.00
H 4.039 -2.774 -4.031 0.00 0.00 0.00
H 0.628 -3.787 -4.593 0.00 0.00 -0.01
H -1.201 -3.290 -3.024 -0.03 0.01 0.02
H 1.633 -1.719 -0.224 -0.05 0.08 0.09
H 3.444 -2.215 -1.775 0.02 0.00 -0.01
H -4.664 -1.456 2.903 0.00 -0.03 -0.03
H -3.642 -0.191 4.811 -0.01 0.00 0.00
H -1.158 0.325 4.629 0.00 0.01 -0.01
O 4.262 4.558 0.749 -0.09 0.10 -0.03
C 3.435 3.699 0.902 0.17 -0.30 0.10
C 2.920 2.734 -0.174 -0.15 0.22 0.14
O 3.175 2.786 -1.358 0.08 -0.07 -0.01
C 2.049 1.812 0.550 0.06 -0.03 -0.21
C 1.956 2.140 1.896 -0.02 0.03 0.20
O 1.211 1.438 2.699 0.05 0.22 -0.01
C 2.760 3.315 2.226 -0.13 0.11 -0.30
O 2.871 3.906 3.278 0.07 -0.04 0.08
O 1.390 0.801 0.060 0.09 -0.01 -0.01
C -2.392 3.523 -0.849 -0.02 0.02 0.00
C -1.572 2.319 -0.433 0.11 -0.06 0.01
O -1.678 2.058 0.970 -0.10 0.08 0.07
H -2.226 3.749 -1.904 0.01 0.00 -0.01
H -2.115 4.398 -0.260 0.01 0.00 0.00
H -3.461 3.339 -0.715 0.00 -0.01 0.02
H -0.510 2.490 -0.611 -0.03 0.01 0.01
H -1.851 1.427 -0.999 -0.02 0.01 -0.02
H -2.597 1.853 1.172 -0.02 -0.04 -0.07
```
Positions in Å, forces in eV/Å.

Results of the Mulliken charge analysis, in e, for atoms 1 through 2: atom 1 (Pd): 0.909, atom 2 (N): -0.613

---

Record 2
Computed, not measured: one molecule with the formula C17H15N7O2S2 at a distorted geometry, with ωB97M-V/def2-TZVPD.

Values from the calculation:
Relative energy (zero: lowest compared OMol25 entry of this formula, charge and spin) ... 0.0 kJ/mol
Structure (SMILES) ... Cc1nn2c(-c3ccccc3)nnc2s/c1=N/Nc1ccc(S(N)(=O)=O)cc1
Frontier orbital gap ... 7.17 eV

Geometry as XYZ:
```
43
Properties=species:S:1:pos:R:3:forces:R:3
O -1.385 -5.940 5.595 0.53 0.76 -0.71
O -3.597 -4.842 5.708 1.67 0.44 -1.76
N 3.973 0.812 -2.850 -2.10 0.20 1.19
N 3.945 2.199 -2.978 -1.83 -0.16 0.54
N 0.660 1.570 -1.827 -1.55 -1.34 0.47
N 0.264 -1.742 -0.273 1.03 1.35 -0.40
S 2.271 -1.168 -1.965 -0.51 0.13 0.19
C 2.798 0.472 -2.315 0.91 0.83 -0.54
C 2.755 2.660 -2.580 1.34 0.04 -0.81
C 0.045 0.481 -1.393 2.03 2.05 -0.87
C 0.746 -0.807 -1.074 -1.75 -0.88 1.22
C 1.870 6.920 -2.769 0.28 0.32 -0.53
C 0.865 5.997 -2.601 -0.43 0.01 -0.05
C 3.157 6.451 -2.991 0.31 -0.02 -0.35
C 1.125 4.638 -2.505 0.30 -0.33 -0.02
C 3.402 5.085 -3.015 0.28 -0.83 0.26
C -0.598 -3.708 1.657 -0.60 0.19 -0.24
C -2.208 -2.043 2.452 0.74 -1.19 -0.10
C -0.991 -4.636 2.620 -0.43 0.80 0.46
C -2.575 -2.982 3.444 0.03 0.04 -0.44
C 2.417 4.119 -2.696 -0.58 0.62 0.36
C -1.204 -2.416 1.529 0.21 -1.30 1.20
C -1.998 -4.259 3.545 0.27 0.61 -0.22
N 1.975 1.584 -2.122 1.69 -0.69 -0.34
N -0.797 -1.509 0.571 0.82 0.39 -1.46
N -3.158 -6.660 4.085 -0.32 0.28 -0.28
C -1.446 0.678 -1.350 -0.74 -0.31 -0.01
S -2.497 -5.368 4.878 -1.66 -0.32 1.91
H 1.649 7.984 -2.861 0.04 -0.28 0.17
H -0.164 6.333 -2.620 -0.04 -0.03 0.36
H 3.966 7.151 -3.244 -0.39 -0.43 0.23
H 0.285 4.004 -2.302 -0.11 -0.42 0.00
H 4.387 4.730 -3.279 0.14 -0.03 0.12
H 0.144 -4.003 0.928 0.09 0.12 0.04
H -2.645 -1.045 2.374 -0.09 -0.39 0.25
H -0.504 -5.613 2.685 -0.22 0.40 -0.07
H -3.371 -2.729 4.126 -0.01 0.07 0.23
H -1.112 -0.559 0.670 -0.15 0.09 0.10
H -4.161 -6.586 4.274 0.30 -0.39 -0.26
H -2.743 -7.466 4.540 -0.19 -0.24 -0.11
H -1.804 1.161 -2.272 0.40 -0.04 0.35
H -1.991 -0.269 -1.290 0.18 0.12 0.12
H -1.751 1.322 -0.509 0.13 -0.23 -0.18
```
Positions in Å, forces in eV/Å.

Results of the Mulliken charge analysis, in e, for atoms 1 through 2: atom 1 (O): -0.660, atom 2 (O): -0.683

---

Record 3
Computed, not measured: one molecule with the formula C17H16BrF3N4O at a distorted geometry, with ωB97M-V/def2-TZVPD.

Values from the calculation:
Relative energy (zero: lowest compared OMol25 entry of this formula, charge and spin) ... 189.8 kJ/mol
Structure (SMILES) ... O=C(Nc1ccccc1Br)N[C@@H]1CCN(c2cccc(C(F)(F)F)n2)C1
Frontier orbital gap ... 8.51 eV

Geometry as XYZ:
```
42
Properties=species:S:1:pos:R:3:forces:R:3
O 2.964 -0.776 -1.454 -0.16 -0.51 -0.21
F -1.370 4.692 -4.446 -2.13 -1.61 -0.06
F -2.824 2.811 -4.637 0.90 3.32 1.87
F -3.359 4.773 -3.533 -0.18 -1.05 -0.70
Br 1.798 0.836 3.231 -0.04 -0.13 -0.21
N -1.534 2.111 -2.318 -0.19 1.31 -0.65
C 2.212 -1.212 -0.584 1.07 1.92 -1.20
C -1.200 1.725 -1.094 -0.30 -2.01 1.54
C -1.676 3.434 -2.545 -1.27 -0.67 3.51
C -1.022 2.612 0.020 0.03 0.40 -0.41
C -1.575 4.374 -1.439 -0.80 0.32 -2.95
C -1.277 3.995 -0.166 1.23 -2.22 1.10
C 1.897 -3.181 4.189 0.19 -0.22 -0.84
C 2.212 -3.788 2.960 -0.12 -0.25 2.94
C 1.836 -1.812 4.205 -1.34 0.08 0.82
C 2.458 -3.041 1.916 -0.25 2.45 -3.58
C 1.928 -1.057 3.041 0.87 1.09 1.16
C 2.340 -1.634 1.893 -0.29 -1.33 -0.97
N 2.624 -0.981 0.700 0.11 0.90 0.80
N -1.214 0.296 -0.858 1.21 2.57 1.49
N 0.982 -1.653 -0.931 -0.66 -0.26 -0.96
C -2.395 3.895 -3.806 2.73 -0.23 -1.12
C -1.666 -0.703 -1.758 -0.04 -0.60 -3.03
C -0.662 -0.301 0.369 1.36 1.47 0.27
C -1.340 -2.121 -1.070 -0.63 1.66 -1.49
C -0.244 -1.656 -0.146 -0.21 -1.25 0.40
H -0.698 2.245 1.003 -0.37 0.02 -0.58
H -1.842 5.403 -1.633 0.10 0.09 -0.14
H -1.174 4.679 0.710 -0.25 -0.51 -1.10
H 1.659 -3.811 5.024 0.14 0.13 0.52
H 2.445 -4.794 2.860 -0.25 -1.93 0.17
H 1.524 -1.276 5.090 0.16 -0.11 0.21
H 2.561 -3.452 0.927 0.68 -0.48 -0.13
H 3.299 -0.211 0.694 -0.31 -0.63 0.18
H 0.856 -1.429 -1.947 0.12 -0.49 1.38
H -1.152 -0.489 -2.807 -1.04 -0.88 1.83
H -2.756 -0.634 -1.920 0.35 0.05 -0.19
H 0.337 0.194 0.772 -2.28 -0.48 -0.81
H -1.442 -0.305 1.176 0.81 -0.30 -0.38
H -2.252 -2.457 -0.551 0.51 0.15 0.02
H -1.020 -2.926 -1.775 -0.22 0.81 0.50
H -0.235 -2.373 0.638 0.77 -0.57 0.99
```
Positions in Å, forces in eV/Å.

Results of the Mulliken charge analysis, in e, for atoms 1 through 2: atom 1 (O): -0.727, atom 2 (F): -0.280

---

no.,LUMO level (eV)
1,2.22
2,-1.15
3,0.36